(1)
Here is a structure of composition C36H105AsF6N9O12 from OMol25. Energies are from wB97M-V/def2-TZVPD.

```
! RIJCOSX wB97M-V def2-TZVPD def2/J DEFGRID3
* xyz -1 1
As -0.77440 0.42630 0.88235
F -0.63637 -1.34020 0.87761
F -0.63744 0.54363 2.73708
F -1.04830 2.20674 0.80869
F -1.04130 0.24940 -0.83829
F -2.47108 0.35788 1.05025
F 0.98259 0.61557 0.71585
C 4.39595 -4.77687 0.91230
C 4.93227 -3.39170 1.34003
C 3.74429 -2.37610 1.37622
O 2.92120 -2.61766 2.47672
C 1.56439 -2.30234 2.36588
N 5.66869 -3.55099 2.61914
H 5.29881 -5.33943 0.74057
H 3.81409 -4.67637 -0.00347
H 3.76100 -5.19624 1.72101
H 5.72903 -3.10036 0.65276
H 3.27558 -2.39945 0.37230
H 4.35434 -1.41511 1.51214
H 1.01054 -2.76440 3.21807
H 1.16949 -2.62662 1.43182
H 1.36366 -1.22582 2.42902
H 6.05891 -2.71130 3.02758
H 5.07591 -3.98014 3.28926
C 1.43661 -5.69946 -2.32901
C 1.32837 -4.23470 -2.53480
C 0.51631 -3.89500 -3.78261
O 1.08419 -4.44588 -4.95125
C 0.49328 -4.01983 -6.18706
N 0.65689 -3.65439 -1.37988
H 1.69243 -6.19490 -3.28160
H 0.50600 -6.11049 -1.96567
H 2.19863 -5.87863 -1.55372
H 2.28973 -3.77746 -2.65143
H 0.37208 -2.77756 -3.79818
H -0.48099 -4.25505 -3.62349
H -0.53285 -4.44542 -6.33650
H 1.04263 -4.39552 -7.03977
H 0.37319 -2.95424 -6.37682
H 0.57766 -2.61295 -1.33641
H 1.10753 -3.89691 -0.54670
C -1.46962 4.67482 4.07043
C -0.67044 4.18814 5.24918
C -0.72772 2.63784 5.30918
O -0.38833 2.19992 6.61066
C -0.12743 0.78660 6.67924
N 0.73358 4.61910 5.22687
H -2.53531 4.43590 4.16588
H -1.11510 4.10790 3.18244
H -1.40786 5.76678 3.92754
H -1.11495 4.55698 6.19293
H -0.13958 2.29510 4.50946
H -1.78070 2.29064 5.04259
H 0.77517 0.57952 7.33916
H 0.04939 0.37384 5.67082
H -0.97654 0.24147 7.11069
H 1.12333 4.66995 4.26667
H 1.25668 4.04009 5.90411
C 4.86043 8.15947 0.26713
C 3.49858 8.65652 -0.25060
C 2.45618 7.97167 0.52420
O 1.19912 8.28568 -0.08360
C 0.09062 7.98805 0.77551
N 3.42919 10.10986 -0.25500
H 5.05558 8.82717 1.06861
H 5.52735 8.28222 -0.57117
H 4.79602 7.11606 0.58559
H 3.42373 8.37333 -1.30435
H 2.42066 8.28674 1.54670
H 2.71798 6.87979 0.58649
H 0.11920 6.88744 0.95825
H -0.80118 8.27939 0.30982
H 0.10437 8.52502 1.73658
H 3.20377 10.37595 0.71075
H 2.67733 10.40946 -0.79387
C 4.50752 1.29852 -1.38639
C 4.06500 -0.07706 -1.78990
C 3.43471 -0.00569 -3.25003
O 2.92142 -1.23791 -3.57062
C 2.45455 -1.17420 -4.88900
N 5.12675 -1.06379 -1.75799
H 3.63379 1.91572 -1.27731
H 5.21987 1.65350 -2.15082
H 5.10676 1.26807 -0.52194
H 3.20514 -0.41625 -1.20106
H 4.22061 0.35914 -3.92582
H 2.61788 0.75581 -3.15314
H 1.95021 -2.16025 -5.17461
H 3.28102 -0.96736 -5.58747
H 1.72654 -0.35543 -4.98605
H 5.18109 -1.34835 -0.78755
H 4.87322 -1.83309 -2.33029
C -0.01623 3.11313 -3.74856
C -0.72166 2.17196 -4.73966
C -1.05035 0.87069 -4.04112
O -1.57530 -0.02121 -5.06123
C -1.89273 -1.29247 -4.58097
N -1.79789 2.84047 -5.49995
H -0.84902 3.70768 -3.30331
H 0.68402 3.78999 -4.16252
H 0.58103 2.59414 -2.97056
H -0.03836 1.92286 -5.57735
H -1.72628 0.92767 -3.16209
H -0.11288 0.42549 -3.64152
H -1.33294 -1.56823 -3.67121
H -1.54322 -2.03742 -5.34286
H -2.94625 -1.31499 -4.36774
H -2.48950 3.31364 -4.86798
H -2.17873 2.10094 -6.10621
C -5.54942 -4.46641 0.89096
C -5.61339 -3.03046 0.69723
C -5.52722 -2.59772 -0.80957
O -4.41045 -2.92087 -1.54880
C -3.28347 -2.06990 -1.35966
N -6.91074 -2.41244 1.08966
H -6.47199 -4.90952 0.46754
H -5.50673 -4.78123 1.99654
H -4.64383 -4.87064 0.44114
H -4.83172 -2.51098 1.28233
H -5.68059 -1.52286 -0.80179
H -6.35164 -3.14470 -1.25268
H -2.86006 -2.16383 -0.32830
H -3.55202 -1.02979 -1.62845
H -2.60623 -2.44727 -2.12929
H -7.65951 -3.04171 1.33904
H -6.81268 -1.72131 1.79101
C -5.26218 4.30718 -1.63816
C -4.05899 4.36577 -0.69426
C -4.03090 3.21327 0.31417
O -5.21836 3.17866 1.07805
C -5.22326 2.21894 2.12719
N -2.73025 4.12983 -1.39844
H -5.24526 3.32232 -2.13059
H -5.30750 5.20033 -2.21410
H -6.18885 4.27138 -0.97047
H -4.11146 5.30923 -0.14943
H -3.13183 3.34948 0.95477
H -3.89236 2.28339 -0.18096
H -4.58037 2.48384 3.00882
H -4.76061 1.28740 1.78045
H -6.23121 2.11610 2.62192
H -2.26989 4.93939 -1.78329
H -2.05388 3.69162 -0.79004
C 0.50958 -7.75673 1.39610
C 1.32421 -7.14443 2.50147
C 0.89080 -5.76425 2.88948
O -0.39516 -5.83594 3.40887
C -1.08104 -4.65151 3.48020
N 1.49141 -8.11594 3.62937
H 0.93982 -8.75694 1.13790
H 0.53769 -7.20638 0.47898
H -0.49717 -7.90707 1.82513
H 2.35710 -6.96608 2.17525
H 0.98556 -5.15814 1.95205
H 1.57329 -5.29695 3.63220
H -1.84141 -4.81315 4.22300
H -1.44277 -4.32660 2.48857
H -0.54447 -3.82663 3.88461
H 1.91528 -7.64665 4.45198
H 0.54141 -8.34444 3.95012
O 1.31254 3.47347 0.08235
H 0.47022 3.04132 0.25424
H 1.21253 4.05117 -0.66806
O 1.92927 4.87202 2.40954
H 2.86417 4.96250 2.18460
H 1.60091 4.21502 1.77267
O -2.79364 -5.17184 -0.92409
H -1.92758 -4.81915 -1.01735
H -3.32049 -4.52737 -1.39576
*
```

Computed properties:
**Max |F|**: 3.5 eV/A
**Energy above the lowest of the compared OMol25 structures with the same formula, charge and spin**: 0.606 eV
**Gap between HOMO and LUMO**: 8.50 eV
**HOMO**: -6.4 eV

Löwdin population analysis, charges in e, atoms 1 to 5:
1. As 0.876
2. F -0.267
3. F -0.298
4. F -0.286
5. F -0.256

(2)
Here is a structure of composition C36H109FeO28 from OMol25. Energies are from wB97M-V/def2-TZVPD.

```
! RIJCOSX wB97M-V def2-TZVPD def2/J DEFGRID3
* xyz -1 5
Fe 3.17509 0.04378 2.14144
C 0.26985 0.53055 -0.92477
C 0.28591 -0.01292 0.52208
O 1.26051 0.54131 1.31081
H -0.46024 -0.00292 -1.53344
H 1.26663 0.40065 -1.34627
H 0.03046 1.59171 -0.99338
H 0.61107 -1.03202 0.31276
H -0.70867 -0.20927 0.92251
C 3.55976 -5.82937 3.16268
C 3.96561 -5.67441 4.55111
C 3.82176 -4.17863 5.17490
O 3.99950 -3.98284 6.40609
C 3.44204 -3.09760 4.30685
C 3.15616 -3.35573 3.01689
C 3.20910 -4.76292 2.37228
O 2.97996 -5.00443 1.12016
O 2.85241 -2.26318 2.38478
O 4.49503 -6.55836 5.23427
H 3.58464 -6.81942 2.73189
H 3.40894 -2.05972 4.60370
C 3.27509 -1.85757 -2.85728
C 2.86429 -2.82793 -1.74385
O 3.80791 -2.69204 -0.67677
H 2.64547 -1.92191 -3.74472
H 4.33986 -1.85072 -3.09034
H 3.00056 -0.88371 -2.45190
H 2.80684 -3.82812 -2.17330
H 1.81339 -2.60022 -1.56539
H 3.62842 -3.42153 -0.07908
C -1.35674 -1.30083 -4.04113
C -1.81877 -1.37788 -5.48724
O -3.16425 -0.96240 -5.47196
H -1.78231 -2.04181 -3.36442
H -1.44612 -0.29558 -3.62932
H -0.28426 -1.46819 -4.14054
H -1.73945 -2.42417 -5.78234
H -1.20301 -0.74774 -6.12900
H -3.53775 -1.23874 -6.31204
C -5.20263 -0.81460 1.26694
C -4.34047 0.30058 1.72602
O -5.08869 1.21077 2.38600
H -5.42526 -1.55905 2.03135
H -4.78175 -1.29739 0.38496
H -6.14297 -0.37528 0.93399
H -3.85344 0.82040 0.90098
H -3.51269 0.01878 2.37677
H -5.23293 1.90423 1.73800
C -3.32578 2.06843 -2.06525
C -4.45743 2.63629 -2.95066
O -5.16069 3.56120 -2.16997
H -2.54382 2.81062 -1.90470
H -3.02902 1.07469 -2.40069
H -3.70375 1.96391 -1.04823
H -5.11501 1.84197 -3.30385
H -4.14999 3.12450 -3.87545
H -5.92095 3.83707 -2.68716
C -3.99796 -4.31646 -0.07117
C -3.37861 -3.34933 -1.06632
O -2.27439 -4.09166 -1.57826
H -4.77146 -3.80257 0.49954
H -3.29919 -4.71089 0.66656
H -4.39503 -5.21552 -0.54247
H -3.07498 -2.38610 -0.65631
H -4.04758 -3.12767 -1.89785
H -1.52342 -3.98106 -0.99054
C -1.17766 -1.70668 3.66859
C -1.41812 -0.28600 4.16412
O -0.46898 0.05852 5.16303
H -1.36377 -2.54345 4.34185
H -0.16062 -1.85415 3.30530
H -1.80634 -1.95876 2.81458
H -2.43215 -0.14644 4.53877
H -1.31669 0.36050 3.29243
H -0.17762 -0.69697 5.67872
C 5.52551 3.65472 2.10374
C 4.41983 2.94413 2.89043
O 3.74978 2.07815 2.07149
H 5.13167 4.33317 1.34697
H 6.18472 2.94424 1.60497
H 6.18237 4.31077 2.67491
H 3.67249 3.60495 3.32964
H 4.79106 2.46083 3.79416
H 3.44259 2.59288 1.32163
C 1.76671 1.07346 -4.58227
C 0.59018 2.00207 -5.04652
O 0.17456 1.60624 -6.31247
H 1.97697 1.35705 -3.55102
H 2.73601 1.13021 -5.07758
H 1.39787 0.04816 -4.55370
H 0.80973 3.06753 -4.97788
H -0.24433 1.79533 -4.37648
H 0.88762 1.69121 -6.94960
C -2.90979 6.28821 -2.10805
C -1.94066 5.80053 -1.01686
O -0.68601 5.67007 -1.63030
H -2.79350 5.52977 -2.88223
H -2.72971 7.29544 -2.48374
H -3.86195 6.10778 -1.60912
H -2.23435 4.93992 -0.41586
H -1.65389 6.58716 -0.31895
H -0.07030 5.61958 -0.89549
C 1.44110 4.10061 5.80281
C 2.80070 4.36022 6.47149
O 2.93079 5.73225 6.95903
H 1.31762 4.67273 4.88328
H 0.55293 4.34395 6.38595
H 1.36252 3.03448 5.58996
H 3.72084 4.14741 5.92730
H 2.77768 3.68866 7.32974
H 2.19435 5.83816 7.56570
C -5.62748 -0.84224 -2.34975
C -5.89972 -0.90590 -3.85495
O -5.40405 -2.16513 -4.29812
H -4.55825 -0.94648 -2.16543
H -6.07407 -1.67784 -1.81085
H -5.97173 0.10694 -1.93907
H -5.36189 -0.07517 -4.31180
H -6.93563 -0.75279 -4.15752
H -4.50009 -2.08422 -4.61104
C -1.45853 -6.86706 1.72458
C -0.16397 -6.32039 2.30669
O 0.85754 -7.09035 1.72471
H -1.55598 -7.92686 1.95999
H -1.53798 -6.70963 0.64894
H -2.31950 -6.43172 2.23183
H -0.23678 -6.37538 3.39287
H 0.02620 -5.26681 2.10201
H 1.69103 -6.61897 1.79325
C -0.16659 -4.55830 -3.91112
C 1.18178 -4.59884 -4.75953
O 1.07241 -5.61416 -5.73649
H -0.90171 -4.15168 -4.60564
H -0.11913 -3.88539 -3.05494
H -0.40043 -5.58651 -3.63507
H 2.05403 -4.73951 -4.12118
H 1.37067 -3.66181 -5.28336
H 1.80236 -5.48057 -6.34553
C -1.95055 2.88239 2.36626
C -0.66356 3.18102 3.09475
O 0.38806 3.20716 2.23630
H -1.80311 1.99334 1.75311
H -2.29695 3.64901 1.67314
H -2.80249 2.72957 3.02878
H -0.52788 2.45989 3.90076
H -0.71776 4.13124 3.62603
H 0.46010 2.33636 1.83866
O 4.38853 2.64421 -2.64213
H 5.33396 2.50284 -2.59307
H 4.27468 3.25515 -3.37015
O 3.23005 5.90048 -0.60463
H 3.06508 4.96488 -0.72159
H 2.69559 6.14583 0.15061
O -0.65283 5.42055 -4.35616
H -0.71989 5.73854 -3.45581
H -1.22113 4.65073 -4.38173
O 4.94886 -0.36796 3.17691
H 5.11053 -0.73667 4.04532
H 5.81988 -0.16144 2.83792
O 2.44957 0.24117 4.13023
H 1.50529 0.35897 4.23359
H 2.80079 0.32898 5.01632
O 4.28404 -0.21980 0.35518
H 4.09456 -0.96515 -0.21472
H 5.08644 0.15896 -0.00389
O 0.72801 5.85047 1.01017
H 0.56388 5.06593 1.53342
H 0.50037 6.57745 1.58975
O 2.74531 2.98911 -0.38062
H 2.89206 2.68461 -1.27615
H 1.96183 2.52035 -0.09310
O 0.23921 -3.76221 0.12568
H 0.58940 -3.06524 0.68051
H 0.94059 -4.41236 0.08566
*
```

Computed properties:
**Max |F|**: 3.4 eV/A
**Gap between HOMO and LUMO (spin up / spin down)**: 5.44 / 5.43 eV
**HOMO (spin up / spin down)**: -4.3 / -4.3 eV

Löwdin population analysis, charges in e, atoms 1 to 5:
1. Fe 0.823
2. C -0.069
3. C -0.415
4. O -0.318
5. H 0.056